(1)
Below is C6H6N2O2 in the gas phase in a non-equilibrium geometry, with properties calculated with wB97M-V/def2-TZVPD.

Properties
structure (SMILES)	[H]/N=C(\O)C#CC1=NCCO1
strongest force on any atom	0.092	hartree/bohr
Kohn-Sham gap	9.5	eV
energy above the lowest of the compared OMol25 structures with the same formula, charge and spin	87.4	kcal/mol

Element x y z (Å)
N 2.707 -1.892 0.086
C 1.934 -0.903 0.213
C 0.501 -0.973 0.085
C -0.708 -0.987 0.063
C -2.144 -0.985 0.020
N -2.888 -2.013 0.089
C -4.269 -1.526 0.056
C -4.143 0.008 -0.053
O -2.717 0.230 -0.063
H -4.795 -1.970 -0.800
H -4.791 -1.844 0.969
H -4.557 0.416 -0.983
H -4.565 0.546 0.804
O 2.579 0.288 -0.336
H 1.918 0.858 -0.747
H 3.600 -1.429 -0.373

***

(2)
Below is C32H40IOsP2 as an isolated structure in a non-equilibrium geometry, with properties calculated with wB97M-V/def2-TZVPD.

Properties
strongest force on any atom	0.060	hartree/bohr
Kohn-Sham gap (alpha / beta)	6.9 / 4.5	eV
total charge	+3
2S+1	5

Element x y z (Å)
Os 0.378 0.916 0.402
I 0.386 0.439 2.977
C -0.966 -1.058 3.728
C -1.064 -1.047 5.100
C -1.787 -2.083 5.772
C -2.398 -3.083 5.065
C -2.311 -3.097 3.640
C -2.991 -4.123 2.948
C -2.880 -4.231 1.584
C -2.137 -3.267 0.870
C -1.558 -2.167 1.507
P -0.987 -1.004 0.224
C -2.533 -0.698 -0.649
C -2.807 -1.299 -1.867
C -4.000 -1.000 -2.505
C -4.944 -0.174 -1.908
C -4.691 0.346 -0.626
C -3.455 0.155 -0.023
C 0.020 -2.021 -0.891
C 0.173 -1.661 -2.237
C 0.948 -2.437 -3.102
C 1.539 -3.614 -2.606
C 1.433 -3.941 -1.263
C 0.684 -3.130 -0.401
C -1.577 -2.082 2.934
H -0.544 -0.297 5.671
H -1.832 -2.050 6.868
H -2.956 -3.889 5.519
H -3.524 -4.854 3.571
H -3.356 -5.039 1.015
H -2.073 -3.386 -0.211
H -2.126 -2.035 -2.276
H -4.220 -1.463 -3.452
H -5.908 0.020 -2.398
H -5.452 0.921 -0.090
H -3.217 0.594 0.947
H -0.287 -0.738 -2.616
H 1.046 -2.156 -4.142
H 2.072 -4.262 -3.291
H 1.863 -4.867 -0.870
H 0.587 -3.398 0.662
C 3.993 0.208 1.573
C 3.700 1.583 0.919
P 2.421 1.447 -0.429
C 2.929 0.101 -1.540
C 4.335 0.313 -2.092
C 2.630 3.008 -1.369
C 4.050 3.544 -1.421
H 4.800 0.313 2.323
H 4.341 -0.546 0.844
H 3.114 -0.196 2.084
H 4.608 2.058 0.560
H 3.228 2.245 1.660
H 2.215 0.041 -2.361
H 2.825 -0.836 -0.971
H 4.337 1.136 -2.831
H 4.749 -0.592 -2.598
H 5.037 0.602 -1.277
H 2.013 3.748 -0.866
H 2.227 2.867 -2.376
H 4.358 3.989 -0.477
H 4.114 4.364 -2.166
H 4.802 2.790 -1.718
C -1.895 4.160 -1.589
C -0.602 3.707 -0.895
C -0.226 4.636 0.240
C -0.849 2.283 -0.415
H -1.727 5.157 -2.083
H -2.729 4.298 -0.887
H -2.238 3.456 -2.355
H 0.172 3.688 -1.684
H -0.906 4.509 1.098
H -0.254 5.679 -0.102
H 0.789 4.454 0.586
H -1.228 1.716 -1.270
H -1.679 2.327 0.305

***

(3)
Below is C2H7NO3S as an isolated structure in a non-equilibrium geometry, with properties calculated with wB97M-V/def2-TZVPD.

Properties
strongest force on any atom	0.074	hartree/bohr
Kohn-Sham gap (alpha / beta)	7.5 / 8.5	eV
energy above the lowest of the compared OMol25 structures with the same formula, charge and spin	100.4	kcal/mol

Element x y z (Å)
C 2.431 -0.851 -0.214
C -2.639 0.702 0.736
N 1.903 0.488 -0.016
O -0.580 -0.808 -1.957
O -2.105 0.473 -0.513
O 0.664 0.609 0.561
S -0.926 -0.588 -0.573
H 2.550 -1.214 0.876
H 1.596 -1.396 -0.692
H 3.339 -0.767 -0.769
H -2.586 1.769 0.986
H -1.998 0.258 1.605
H -3.649 0.141 0.781
H 1.999 1.185 -0.810

***

(4)
Below is C8H16AgBrO4S2 as an isolated structure in a non-equilibrium geometry, with properties calculated with wB97M-V/def2-TZVPD.

Properties
strongest force on any atom	0.067	hartree/bohr
Kohn-Sham gap (alpha / beta)	8.0 / 3.2	eV
total charge	+1
energy above the lowest of the compared OMol25 structures with the same formula, charge and spin	48.8	kcal/mol
2S+1	2

Element x y z (Å)
Ag 0.328 0.231 5.583
Br 0.343 1.766 3.407
C -1.879 0.158 -0.294
C -3.093 -0.463 -1.103
C -4.067 0.754 -1.383
S -4.043 1.860 0.184
O -5.135 1.490 1.065
O -3.828 3.293 -0.183
C -2.505 0.992 0.858
H -1.198 0.762 -0.893
H -1.299 -0.634 0.182
H -3.545 -1.270 -0.525
H -2.789 -0.817 -2.088
H -5.132 0.598 -1.554
H -3.617 1.406 -2.131
H -2.862 0.287 1.609
H -1.879 1.616 1.496
C 4.405 -0.995 -0.448
C 3.720 0.407 -0.214
C 2.437 0.046 0.628
S 1.617 -1.344 -0.342
O 0.741 -0.868 -1.411
O 1.125 -2.348 0.629
C 3.300 -1.897 -1.070
H 4.657 -1.467 0.501
H 5.313 -0.999 -1.052
H 3.543 0.808 -1.211
H 4.304 1.148 0.331
H 1.700 0.784 0.945
H 2.826 -0.480 1.501
H 3.126 -1.859 -2.145
H 3.386 -2.966 -0.873

***

(5)
Below is C3H5NO in the gas phase in a non-equilibrium geometry, with properties calculated with wB97M-V/def2-TZVPD.

Properties
structure (SMILES)	C=CNC=O
strongest force on any atom	0.113	hartree/bohr
Kohn-Sham gap	9.8	eV
energy above the lowest of the compared OMol25 structures with the same formula, charge and spin	38.7	kcal/mol

Element x y z (Å)
C -1.194 0.701 -0.639
C -1.000 -0.098 0.365
C 1.555 -0.213 -0.037
H -2.239 0.953 -0.947
H -0.518 1.157 -1.286
H -1.683 -0.866 1.001
H 0.538 -1.076 1.397
H 2.378 -0.410 0.741
N 0.344 -0.552 0.458
O 1.819 0.405 -1.052

***

(6)
Below is a 2-piece molecular cluster, C5H13N2 overall in a non-equilibrium geometry, with properties calculated with wB97M-V/def2-TZVPD.

Properties
strongest force on any atom	0.025	hartree/bohr
Kohn-Sham gap	10.3	eV
total charge	+1
energy above the lowest of the compared OMol25 structures with the same formula, charge and spin	52.0	kcal/mol

Element x y z (Å)
C 1.209 2.442 0.361
C 0.361 3.196 -0.335
C -0.042 1.306 1.909
N 0.873 1.231 1.029
H 2.265 2.664 0.266
H -0.713 3.069 -0.266
H 0.749 3.991 -0.954
H -0.304 0.414 2.478
H -0.557 2.213 2.220
C -1.041 -2.831 -1.049
C -0.774 -1.403 -0.623
N 0.643 -1.244 -0.169
H -2.040 -2.938 -1.462
H -0.311 -3.158 -1.792
H -0.939 -3.518 -0.204
H -0.941 -0.705 -1.442
H -1.412 -1.097 0.205
H 0.848 -1.935 0.552
H 0.841 -0.261 0.214
H 1.285 -1.438 -0.936

***

(7)
Below is a 8-piece molecular cluster, C16H46Cl4N4O overall in a non-equilibrium geometry, with properties calculated with wB97M-V/def2-TZVPD.

Properties
strongest force on any atom	0.060	hartree/bohr
Kohn-Sham gap	6.9	eV

Element x y z (Å)
N -1.046 2.830 1.539
H -0.733 2.945 2.492
H -1.472 3.723 1.332
H -1.752 2.116 1.428
H -0.275 2.587 0.934
N -0.815 6.105 3.876
H -1.389 6.572 4.564
H -1.247 6.177 2.965
H -0.563 5.162 4.134
H 0.051 6.614 3.981
C -1.967 -2.452 0.197
C -0.495 -1.952 0.361
N 0.056 -1.957 1.743
C -0.566 -0.798 2.559
C -0.327 -3.330 2.386
C 0.112 -4.555 1.590
C 1.630 -1.739 1.637
C 2.427 -2.121 2.855
O 1.985 -1.609 4.099
C 2.609 -2.332 5.198
H -2.308 -2.446 -0.839
H -2.618 -1.859 0.840
H -2.080 -3.518 0.391
H -0.392 -0.946 -0.047
H 0.086 -2.595 -0.299
H -0.089 -0.638 3.526
H -1.616 -1.072 2.657
H -0.485 0.116 1.971
H -1.382 -3.295 2.656
H 0.153 -3.197 3.356
H 0.006 -5.415 2.251
H 1.138 -4.608 1.225
H -0.430 -4.884 0.703
H 1.794 -0.686 1.412
H 2.021 -2.234 0.747
H 3.406 -1.647 2.782
H 2.638 -3.187 2.938
H 3.643 -1.988 5.184
H 2.581 -3.416 5.085
H 2.161 -2.067 6.156
C -1.976 2.759 -2.027
C -1.558 1.404 -2.645
C -0.441 1.529 -3.720
N -0.053 0.219 -4.381
C -1.076 -0.150 -5.494
C 1.354 0.389 -5.060
C 2.410 0.157 -3.876
C 1.696 -0.648 -2.859
C 0.301 -0.929 -3.318
H -1.125 3.242 -1.546
H -2.736 2.692 -1.249
H -2.209 3.406 -2.873
H -2.383 0.849 -3.091
H -1.024 0.780 -1.929
H 0.423 1.995 -3.246
H -0.799 2.195 -4.505
H -2.071 -0.224 -5.057
H -0.788 -1.088 -5.969
H -1.214 0.613 -6.261
H 1.449 -0.352 -5.853
H 1.305 1.314 -5.635
H 3.317 -0.355 -4.197
H 2.747 1.154 -3.593
H 2.176 -1.619 -2.733
H 1.809 -0.224 -1.861
H 0.232 -1.773 -4.005
H -0.397 -1.112 -2.501
Cl -2.084 5.755 0.973
Cl -0.104 2.968 4.416
Cl 1.789 1.815 0.115
Cl -3.423 0.837 1.417

***

(8)
Below is a 7-piece molecular cluster, C38H87INO8 overall in a non-equilibrium geometry, with properties calculated with wB97M-V/def2-TZVPD.

Properties
strongest force on any atom	0.022	hartree/bohr
Kohn-Sham gap (alpha / beta)	8.7 / 9.4	eV
2S+1	2

Element x y z (Å)
C -1.147 -6.748 5.062
C -1.277 -5.356 4.461
O -2.554 -5.257 3.860
C -2.982 -4.000 3.375
C -4.378 -4.273 2.764
C -5.289 -5.284 3.461
C -5.413 -5.167 4.976
I -4.853 -7.310 2.859
C -2.052 -3.494 2.265
C -2.185 -2.020 1.859
C -3.431 -1.731 1.011
C -0.953 -1.672 1.021
N -2.245 -1.112 3.058
O -1.609 -0.017 2.946
C -2.204 -1.705 4.419
C -0.751 -1.974 4.824
C -2.787 -0.664 5.385
C -3.099 -2.941 4.498
H -2.097 -7.008 5.525
H -0.865 -7.485 4.318
H -0.401 -6.707 5.854
H -1.152 -4.610 5.247
H -0.502 -5.217 3.704
H -4.927 -3.332 2.735
H -4.275 -4.586 1.726
H -6.281 -5.137 3.041
H -4.454 -5.007 5.455
H -6.107 -4.360 5.211
H -5.830 -6.084 5.386
H -1.009 -3.685 2.506
H -2.268 -4.081 1.372
H -4.327 -1.657 1.623
H -3.566 -2.484 0.239
H -3.305 -0.761 0.532
H -0.886 -2.411 0.220
H -0.042 -1.745 1.611
H -1.035 -0.694 0.562
H -0.203 -2.543 4.075
H -0.746 -2.520 5.765
H -0.230 -1.031 4.964
H -2.927 -1.106 6.369
H -3.756 -0.330 5.014
H -2.135 0.202 5.442
H -4.132 -2.598 4.549
H -2.903 -3.417 5.460
C -1.866 2.733 0.994
C -0.748 3.005 0.006
O -1.046 2.613 -1.325
C -2.164 3.254 -1.908
C -2.028 4.764 -2.000
H -2.145 1.679 0.976
H -1.540 2.982 2.004
H -2.755 3.328 0.779
H 0.134 2.424 0.279
H -0.456 4.061 0.040
H -3.085 2.987 -1.377
H -2.243 2.829 -2.910
H -1.981 5.233 -1.016
H -2.884 5.185 -2.530
H -1.118 5.031 -2.543
C -3.380 6.354 3.918
C -2.274 6.632 2.915
O -2.594 6.261 1.587
C -3.713 6.909 1.010
C -3.577 8.420 0.918
H -3.672 5.304 3.882
H -3.032 6.584 4.926
H -4.268 6.959 3.729
H -1.394 6.039 3.165
H -1.970 7.685 2.959
H -4.632 6.638 1.543
H -3.794 6.492 0.006
H -3.533 8.889 1.901
H -4.435 8.838 0.391
H -2.669 8.688 0.375
C 3.459 -8.269 3.804
C 3.446 -6.989 4.621
O 2.627 -7.048 5.775
C 2.971 -8.032 6.733
C 4.365 -7.872 7.315
H 2.443 -8.556 3.528
H 4.039 -8.121 2.892
H 3.907 -9.100 4.349
H 3.030 -6.177 4.024
H 4.468 -6.694 4.888
H 2.843 -9.037 6.315
H 2.229 -7.921 7.524
H 5.143 -8.017 6.564
H 4.525 -8.610 8.101
H 4.489 -6.876 7.742
C -1.538 2.447 -6.366
C -1.326 3.508 -7.430
O -1.962 4.745 -7.153
C -1.554 5.382 -5.958
C -0.076 5.735 -5.912
H -2.603 2.280 -6.194
H -1.079 1.510 -6.684
H -1.082 2.725 -5.414
H -1.758 3.176 -8.374
H -0.255 3.657 -7.606
H -1.826 4.774 -5.087
H -2.147 6.295 -5.903
H 0.558 4.847 -5.922
H 0.144 6.287 -4.998
H 0.195 6.354 -6.768
C 2.821 -0.561 -8.765
C 2.491 0.790 -8.153
O 1.683 0.718 -6.994
C 2.227 0.000 -5.899
C 3.534 0.567 -5.377
H 1.908 -1.116 -8.981
H 3.372 -0.421 -9.696
H 3.438 -1.170 -8.104
H 1.911 1.382 -8.862
H 3.410 1.351 -7.948
H 2.341 -1.060 -6.153
H 1.464 0.059 -5.122
H 4.338 0.492 -6.110
H 3.852 0.023 -4.488
H 3.419 1.619 -5.112
C 7.047 3.633 -6.005
C 6.535 3.554 -4.576
O 6.624 2.264 -4.002
C 7.924 1.715 -3.899
C 8.877 2.531 -3.042
H 6.532 2.906 -6.635
H 6.869 4.630 -6.408
H 8.118 3.437 -6.070
H 5.473 3.797 -4.554
H 7.043 4.294 -3.947
H 8.352 1.548 -4.894
H 7.777 0.733 -3.449
H 9.087 3.509 -3.478
H 9.827 2.005 -2.942
H 8.458 2.687 -2.048